Entry 1:
Formula: C4H5NO
Source: the Open Molecules 2025 dataset
Level of theory: ωB97M-V with the def2-TZVPD basis set

Summary:
frontier orbital gap = 0.3118 Eh
charge = 0
LUMO = 0.3880 eV

Geometry (Å):
O1 1.084 -0.440 -0.735
N1 0.856 0.715 1.196
C1 -0.368 0.173 1.383
C2 -1.137 0.343 0.079
C3 -0.294 -0.744 -0.545
C4 1.534 0.459 0.152
H1 -0.639 -1.185 -1.458
H2 -0.329 -1.548 0.279
H3 2.507 0.868 -0.090
H4 -1.026 1.308 -0.402
H5 -2.188 0.050 0.141

natural (NBO) population analysis, charges in e, atoms 1 to 2: O -0.475; N -0.510

Entry 2:
Formula: C4H5NO
Source: the Open Molecules 2025 dataset
Level of theory: ωB97M-V with the def2-TZVPD basis set

Summary:
frontier orbital gap = 0.3532 Eh
SMILES string = C=C(C)N=C=O
charge = 0
LUMO = 0.7194 eV

Geometry (Å):
O1 3.360 -0.629 0.296
N1 1.267 0.395 -0.002
C1 2.342 -0.139 0.154
C2 -0.824 -1.052 -0.064
C3 -0.815 1.360 -0.120
C4 -0.089 0.255 -0.185
H1 -1.481 -0.817 0.824
H2 -1.844 1.292 -0.067
H3 -0.091 -1.768 0.163
H4 -0.338 2.217 0.004
H5 -1.487 -1.113 -1.004

natural (NBO) population analysis, charges in e, atoms 1 to 2: O -0.496; N -0.572

Entry 3:
Formula: C4H5NO
Source: the Open Molecules 2025 dataset
Level of theory: ωB97M-V with the def2-TZVPD basis set

Summary:
frontier orbital gap = 0.4101 Eh
charge = 0
LUMO = 1.1190 eV

Geometry (Å):
O1 0.359 -1.423 -2.296
N1 -0.316 1.153 0.984
C1 -0.010 1.002 -0.448
C2 0.535 0.046 0.521
C3 1.163 -1.656 -1.527
C4 -0.753 -0.247 1.152
H1 1.544 -0.136 0.867
H2 -0.817 0.675 -1.113
H3 0.637 1.774 -0.858
H4 -1.576 -0.610 0.530
H5 -0.766 -0.578 2.188

natural (NBO) population analysis, charges in e, atoms 1 to 2: O -0.512; N -0.343

Entry 4:
Formula: C4H5NO
Source: the Open Molecules 2025 dataset
Level of theory: ωB97M-V with the def2-TZVPD basis set

Summary:
frontier orbital gap = 0.4319 Eh
SMILES string = N#CC[C@H]1CO1
charge = 0
LUMO = 0.8359 eV

Geometry (Å):
O1 1.919 -0.203 -0.113
N1 -2.503 -0.188 -0.503
C1 0.527 -0.460 0.159
C2 -0.445 0.284 1.077
C3 0.964 0.119 -1.101
C4 -1.645 -0.005 0.253
H1 -0.384 1.376 1.130
H2 0.319 -1.523 0.216
H3 -0.476 -0.112 2.108
H4 0.914 -0.477 -2.009
H5 0.811 1.191 -1.216

natural (NBO) population analysis, charges in e, atoms 1 to 2: O -0.470; N -0.318

Entry 5:
Formula: C4H5NO
Source: the Open Molecules 2025 dataset
Level of theory: ωB97M-V with the def2-TZVPD basis set

Summary:
frontier orbital gap (spin up / spin down) = 0.2739 / 0.2882 Eh
charge = 0
LUMO (spin up / spin down) = -0.5759 / -0.5125 eV

Geometry (Å):
O1 -0.430 -1.564 0.030
N1 2.327 -1.177 0.437
C1 -0.139 0.444 -0.131
C2 0.156 1.741 -0.292
C3 -1.369 -0.431 -0.025
C4 0.622 -0.790 0.081
H1 -1.954 -0.316 1.006
H2 1.152 2.192 -0.353
H3 2.314 -2.137 0.621
H4 -2.218 -0.582 -0.862
H5 -0.461 2.619 -0.512

natural (NBO) population analysis, charges in e, atoms 1 to 2: O -0.458; N -0.727

Entry 6:
Formula: C4H5NO
Source: the Open Molecules 2025 dataset
Level of theory: ωB97M-V with the def2-TZVPD basis set

Summary:
frontier orbital gap = 0.4066 Eh
SMILES string = CC(=O)CC#N
charge = 0
LUMO = 0.6718 eV

Geometry (Å):
O1 -1.358 1.581 0.256
N1 1.492 -2.076 0.450
C1 0.415 0.734 -1.116
C2 -0.551 0.709 0.042
C3 -0.534 -0.512 0.988
C4 0.581 -1.422 0.730
H1 1.424 0.436 -0.818
H2 -1.485 -1.045 0.878
H3 0.426 1.732 -1.555
H4 -0.499 -0.148 2.020
H5 0.088 0.010 -1.873

natural (NBO) population analysis, charges in e, atoms 1 to 2: O -0.516; N -0.313

Entry 7:
Formula: C4H5NO
Source: the Open Molecules 2025 dataset
Level of theory: ωB97M-V with the def2-TZVPD basis set

Summary:
frontier orbital gap = 0.3173 Eh
charge = 0
LUMO = 0.7197 eV

Geometry (Å):
O1 2.323 1.532 -0.156
N1 0.216 1.159 -0.045
C1 -0.962 -2.152 -0.229
C2 1.411 0.567 0.062
C3 -0.819 -0.892 0.055
C4 -0.953 0.408 0.128
H1 -1.877 0.917 0.376
H2 0.126 2.158 -0.159
H3 3.187 1.114 -0.090
H4 -0.623 -2.914 0.466
H5 -2.030 -1.898 -0.407

natural (NBO) population analysis, charges in e, atoms 1 to 2: O -0.702; N -0.607

Entry 8:
Formula: C4H5NO
Source: the Open Molecules 2025 dataset
Level of theory: ωB97M-V with the def2-TZVPD basis set

Summary:
frontier orbital gap = 0.4015 Eh
SMILES string = C#CCNC=O
charge = 0
LUMO = 0.8314 eV

Geometry (Å):
O1 -1.951 0.175 -0.763
N1 -0.344 1.152 0.556
C1 0.824 -1.979 -0.583
C2 -1.500 0.409 0.330
C3 0.772 -0.792 -0.402
C4 0.796 0.679 -0.230
H1 -1.928 -0.005 1.260
H2 1.719 0.961 0.286
H3 -0.135 1.281 1.538
H4 0.801 1.139 -1.220
H5 0.945 -3.021 -0.771

natural (NBO) population analysis, charges in e, atoms 1 to 2: O -0.549; N -0.631

Values of strongest force on any atom, in order: 2.33 4.69 1.42 1.35 8.60 1.12 2.29 0.62, all in eV/A.